Formula: C44H111N7O13
Source: the Open Molecules 2025 dataset
Level of theory: ωB97M-V/def2-TZVPD

Computed properties:
* SMILES: CC1(C)CCCC(C)(C)N1O.CC1(C)CCCC(C)(C)N1O.COC[C@H](C)N.COC[C@H](C)N.COC[C@H](C)N.COC[C@H](C)N.COC[C@H](C)N.OCCO.OCCO.OCCO
* orbital gap: 8.6131 eV

```
175
C44H111N7O13, DFT ωB97M-V/def2-TZVPD
C 22.240 -9.103 14.523
C 20.717 -9.555 14.384
C 20.464 -10.668 13.414
O 20.661 -10.074 12.111
C 20.305 -11.035 11.083
N 20.315 -10.075 15.687
H 22.985 -9.898 14.522
H 22.502 -8.541 15.420
H 22.397 -8.348 13.752
H 20.175 -8.653 14.100
H 19.481 -11.073 13.655
H 21.257 -11.414 13.473
H 19.255 -11.326 11.093
H 20.886 -11.957 11.115
H 20.476 -10.647 10.079
H 20.676 -11.018 15.688
H 20.920 -9.660 16.381
C 16.034 -13.409 8.402
C 15.855 -12.598 9.651
C 16.340 -13.225 10.923
O 15.493 -14.225 11.431
C 16.167 -14.816 12.628
N 16.626 -11.417 9.429
H 15.147 -13.901 8.003
H 16.672 -14.250 8.672
H 16.464 -12.872 7.557
H 14.809 -12.295 9.697
H 16.451 -12.439 11.670
H 17.364 -13.600 10.920
H 15.332 -15.317 13.117
H 16.337 -13.967 13.291
H 17.067 -15.411 12.470
H 16.465 -10.719 10.141
H 16.316 -10.902 8.617
C 20.656 -13.763 8.703
C 20.418 -15.133 9.223
C 20.749 -15.279 10.755
O 20.018 -14.245 11.392
C 19.779 -14.464 12.798
N 18.997 -15.433 8.997
H 21.706 -13.558 8.915
H 20.018 -13.009 9.163
H 20.481 -13.742 7.627
H 21.118 -15.711 8.619
H 21.811 -15.124 10.945
H 20.454 -16.257 11.136
H 20.723 -14.399 13.339
H 19.359 -15.465 12.903
H 19.062 -13.714 13.133
H 18.555 -14.566 9.265
H 18.722 -16.167 9.635
C 14.130 -12.080 5.606
C 15.426 -11.355 5.278
C 16.505 -12.207 4.524
O 17.799 -11.597 4.671
C 18.277 -10.711 3.693
N 15.034 -10.159 4.617
H 13.461 -11.740 6.396
H 14.435 -12.941 6.201
H 13.477 -12.303 4.763
H 15.724 -11.106 6.297
H 16.189 -12.469 3.514
H 16.765 -13.141 5.023
H 17.850 -9.708 3.690
H 17.948 -10.965 2.686
H 19.358 -10.819 3.789
H 14.718 -10.380 3.683
H 15.685 -9.388 4.593
C 14.487 -16.396 5.894
C 13.731 -15.767 4.707
C 14.534 -15.809 3.368
O 13.785 -15.223 2.230
C 14.005 -15.704 0.918
N 12.513 -16.554 4.604
H 15.518 -16.041 5.916
H 14.443 -17.484 5.872
H 13.979 -16.052 6.795
H 13.356 -14.772 4.946
H 14.802 -16.837 3.125
H 15.430 -15.194 3.453
H 15.048 -15.566 0.634
H 13.304 -15.103 0.339
H 13.750 -16.759 0.826
H 11.875 -16.126 3.948
H 12.766 -17.363 4.055
C 12.500 -16.230 9.570
C 12.262 -14.696 9.574
O 12.473 -14.085 8.341
O 13.861 -16.577 9.609
H 12.096 -16.577 8.619
H 11.863 -16.656 10.345
H 12.849 -14.272 10.389
H 11.209 -14.605 9.840
H 11.696 -14.352 7.843
H 14.340 -15.972 9.039
C 16.867 -17.794 11.036
C 16.078 -18.877 10.184
O 16.431 -20.120 10.709
O 18.311 -17.862 10.804
H 16.726 -17.890 12.112
H 16.446 -16.869 10.641
H 16.277 -18.926 9.114
H 15.014 -18.658 10.281
H 17.217 -20.345 10.205
H 18.508 -18.801 10.837
C 16.282 -7.839 8.756
C 15.259 -6.766 9.260
O 14.273 -6.517 8.272
O 15.715 -9.064 8.313
H 17.158 -7.981 9.390
H 16.710 -7.452 7.831
H 15.742 -5.850 9.602
H 14.876 -7.181 10.193
H 13.766 -7.283 7.993
H 15.401 -8.898 7.421
C 9.440 -12.136 9.312
C 9.665 -10.639 9.306
C 8.810 -9.934 10.363
C 9.314 -10.176 11.804
C 10.782 -9.677 11.830
C 11.760 -10.322 10.818
N 11.090 -10.335 9.503
O 11.959 -10.902 8.557
C 13.036 -9.460 10.691
C 12.100 -11.703 11.353
C 9.173 -10.174 7.954
H 9.883 -12.665 8.468
H 8.366 -12.262 9.175
H 9.636 -12.711 10.217
H 8.934 -8.852 10.309
H 7.769 -10.076 10.074
H 9.186 -11.194 12.171
H 8.785 -9.643 12.594
H 11.067 -9.898 12.858
H 10.772 -8.595 11.698
H 12.733 -8.416 10.611
H 13.685 -9.449 11.567
H 13.617 -9.563 9.775
H 11.348 -12.472 11.176
H 12.885 -12.159 10.749
H 12.550 -11.720 12.346
H 8.091 -10.176 7.827
H 9.592 -10.894 7.251
H 9.518 -9.207 7.587
H 12.089 -11.737 9.013
C 16.269 -15.111 16.284
C 15.917 -14.621 17.725
C 14.853 -13.414 17.655
C 13.476 -13.870 17.208
C 12.966 -14.928 18.199
C 13.917 -16.175 18.388
N 15.329 -15.681 18.605
O 16.207 -16.722 18.909
C 13.497 -16.859 19.765
C 13.734 -17.136 17.212
C 17.188 -14.120 18.353
H 15.407 -15.224 15.626
H 16.763 -16.075 16.404
H 16.795 -14.300 15.780
H 14.667 -12.910 18.603
H 15.215 -12.651 16.965
H 13.485 -14.330 16.220
H 12.660 -13.149 17.156
H 12.002 -15.247 17.804
H 12.733 -14.482 19.166
H 13.804 -16.266 20.626
H 12.423 -17.029 19.843
H 14.095 -17.695 20.126
H 14.355 -17.998 17.455
H 12.697 -17.469 17.155
H 14.001 -16.657 16.270
H 16.993 -13.978 19.416
H 17.597 -13.234 17.867
H 17.983 -14.865 18.333
H 16.707 -16.415 19.669
```


Formula: C5H13NP
Source: the Open Molecules 2025 dataset
Level of theory: ωB97M-V/def2-TZVPD

Computed properties:
* SMILES: CCC/C=[N+](/C)P
* orbital gap: 10.1282 eV
* net charge: +1

```
20
C5H13NP, DFT ωB97M-V/def2-TZVPD
C -0.621 -0.586 0.103
C -0.683 1.695 -1.564
C -0.350 -1.075 2.547
C -0.189 -0.749 -1.226
C 0.380 0.615 -1.729
N 0.141 -1.006 1.180
P 1.900 -1.536 0.951
H -1.622 -0.193 0.378
H -1.657 1.374 -1.929
H -0.457 2.720 -2.119
H -0.741 2.117 -0.506
H -0.296 -0.103 3.004
H 0.294 -1.718 3.132
H -1.451 -1.515 2.715
H -1.044 -0.846 -1.858
H 0.559 -1.558 -1.337
H 1.177 0.979 -1.145
H 0.719 0.378 -2.740
H 1.544 -2.394 1.987
H 2.378 -0.480 1.842
```


Formula: CClF4N
Source: the Open Molecules 2025 dataset
Level of theory: ωB97M-V/def2-TZVPD

Computed properties:
* orbital gap: 10.3680 eV

```
7
CClF4N, DFT ωB97M-V/def2-TZVPD
C -0.009 0.758 0.198
N 0.556 -1.058 -0.070
F 0.741 1.726 -0.333
F 0.010 0.922 1.515
F -1.179 0.775 -0.259
F 0.625 -1.013 -1.437
Cl -0.744 -2.110 0.385
```


Formula: C4H13NOS
Source: the Open Molecules 2025 dataset
Level of theory: ωB97M-V/def2-TZVPD

Computed properties:
* orbital gap (alpha / beta): 5.9924 / 4.6734 eV
* net charge: +1
* spin multiplicity: 2

```
20
C4H13NOS, DFT ωB97M-V/def2-TZVPD
C -0.571 0.824 1.336
C -1.167 1.123 -0.030
S -2.402 -0.034 -0.518
C -0.247 -0.702 1.533
N 0.743 -1.227 0.631
C 0.288 -1.959 -0.488
H -1.226 1.190 2.138
H 0.410 1.325 1.388
H -1.695 2.080 -0.084
H -0.418 1.070 -0.842
H 0.466 1.636 -3.283
H -1.167 -1.266 1.403
H 0.117 -0.865 2.565
H 0.425 1.943 -2.614
H 1.150 -2.321 -1.063
H -0.445 -2.732 -0.252
H -0.291 -1.222 -1.125
H 2.731 0.971 -0.498
H 1.480 -0.489 0.351
O 1.819 0.656 -0.549
```


In order of appearance, relative energy (zero: lowest compared OMol25 entry of this formula, charge and spin) = 66.3; 33.5; 12.6; 125.7 kcal per mole.